No. 1
ORCA calculation (ωB97M-V/def2-TZVPD) on a molecular structure, C33H22Br4ClNO6SV.

Spin multiplicity ... 2
Gap between HOMO and LUMO (alpha / beta) ... 6.43 / 6.96 eV
<S²> ... 0.782
Total energy ... -377571.0296 eV
Highest occupied orbital energy (alpha / beta) ... -0.2845 / -0.2873 hartree

```
69
Properties=species:S:1:pos:R:3:mulliken_spin:R:1
V 0.0601 -0.1202 -0.0954 1.131
C -0.7089 1.4139 -4.0581 0.000
C -0.6711 1.3962 -2.5598 0.006
O -0.1462 0.3986 -2.0358 -0.022
C -1.2179 2.4932 -1.7822 0.018
C -1.6196 3.6755 -2.4296 0.006
C -2.0291 4.7692 -1.7033 -0.005
C -2.0506 4.6939 -0.3086 0.004
C -1.6895 3.5434 0.3574 -0.005
C -1.2665 2.4384 -0.3790 0.003
O -0.9169 1.3319 0.2622 -0.042
H -0.3853 0.4456 -4.4297 0.000
H -0.0336 2.1863 -4.4310 0.001
H -1.7101 1.6412 -4.4227 0.000
H -1.5840 3.7380 -3.5078 0.000
H -2.3187 5.6825 -2.2031 0.000
H -2.3492 5.5617 0.2661 0.000
H -1.6974 3.4778 1.4355 0.000
Br 3.4809 -5.8202 1.6939 0.000
C 2.4911 -4.2200 1.7458 0.003
C 2.1232 -3.6442 2.9611 -0.006
Br 2.6167 -4.4535 4.5885 -0.001
C 1.3787 -2.4628 2.9892 0.002
Br 0.8139 -1.6310 4.5772 0.000
C 1.0220 -1.8566 1.7948 -0.010
O 0.2800 -0.7667 1.6780 -0.037
C 1.4059 -2.4239 0.5745 0.000
O 0.9741 -1.7629 -0.4942 -0.054
C 2.1227 -3.6101 0.5451 -0.006
Br 2.5433 -4.3206 -1.1484 -0.001
N -1.7670 -1.2788 -0.2940 0.001
S -2.7777 -1.3050 -1.5242 0.001
C -4.0616 -2.4396 -1.0861 0.000
C -5.1958 -1.8986 -0.4966 -0.001
C -6.1833 -2.7505 -0.0256 0.000
C -6.0238 -4.1239 -0.1397 0.000
C -4.8835 -4.6542 -0.7288 0.000
C -3.8923 -3.8129 -1.2071 0.000
C -2.1337 -2.1014 -2.9810 0.002
C -0.8517 -2.6119 -2.9980 0.001
C -0.3815 -3.1822 -4.1767 0.000
C -1.1868 -3.2345 -5.3011 0.000
C -2.4750 -2.7076 -5.2671 0.000
C -2.9527 -2.1284 -4.1055 0.000
H -1.6283 -2.2103 0.0988 0.003
H -5.2997 -0.8252 -0.4036 0.000
H -7.0732 -2.3406 0.4322 0.000
H -6.7921 -4.7860 0.2367 0.000
H -4.7663 -5.7260 -0.8153 0.000
H -3.0039 -4.2176 -1.6755 0.000
H -0.2198 -2.5491 -2.1219 0.000
H 0.6232 -3.5820 -4.2007 0.000
H -0.8126 -3.6812 -6.2126 0.000
H -3.1020 -2.7467 -6.1478 0.000
H -3.9531 -1.7128 -4.0717 0.000
Cl 7.8437 2.1238 -2.5684 0.000
C 6.2184 2.0523 -1.9421 0.000
C 5.7312 3.1176 -1.2026 0.000
C 4.4325 3.0633 -0.7249 -0.001
C 3.6411 1.9466 -0.9624 -0.003
C 4.1554 0.8791 -1.6879 0.002
C 5.4449 0.9317 -2.1941 0.000
C 2.2179 1.9166 -0.4702 0.003
O 1.5428 2.9301 -0.4286 0.010
O 1.8355 0.7222 -0.1329 -0.003
H 6.3622 3.9747 -1.0129 0.000
H 4.0182 3.8924 -0.1670 0.000
H 3.5408 0.0021 -1.8444 0.001
H 5.8538 0.1123 -2.7684 0.000
```

No. 2
ORCA calculation (ωB97M-V/def2-TZVPD) on a molecular structure, C33H23BrN3OPPd.

Gap between HOMO and LUMO ... 3.76 eV
Energy above the lowest of the compared OMol25 structures with the same formula, charge and spin ... 0.8711 eV
Total energy ... -123921.4422 eV
Highest occupied orbital energy ... 0.0051 hartree
Net charge ... -2

```
63
Properties=species:S:1:pos:R:3:nbo_charge:R:1
Pd -1.1185 -1.3248 0.8940 0.008
C -1.4836 -3.8936 -5.9922 -0.247
C -0.6519 -4.6304 -5.1596 -0.235
C -0.4400 -4.2144 -3.8434 -0.222
C -1.0492 -3.0735 -3.3206 -0.306
C -1.8834 -2.3457 -4.1776 -0.155
C -2.0994 -2.7454 -5.4944 -0.247
P -0.7548 -2.6617 -1.4700 0.812
C -0.8596 -0.8220 -1.6294 -0.332
C 0.2714 -0.1862 -2.1499 -0.195
C 0.3436 1.1995 -2.2414 -0.254
C -0.7330 1.9802 -1.8281 -0.240
C -1.8793 1.3627 -1.3452 -0.230
C -1.9489 -0.0243 -1.2374 -0.222
C -2.3654 -3.2183 -0.8304 -0.315
C -3.2792 -4.0544 -1.4762 -0.278
C -4.4239 -4.4709 -0.7957 -0.280
C -4.6336 -4.0176 0.5059 -0.245
C -3.7131 -3.1687 1.1266 -0.284
C -2.5256 -2.7450 0.4971 -0.296
H -1.6541 -4.2090 -7.0160 0.190
H -0.1645 -5.5260 -5.5349 0.191
H 0.2193 -4.7900 -3.1950 0.207
H -2.3710 -1.4510 -3.8040 0.211
H -2.7507 -2.1615 -6.1367 0.193
H 1.1160 -0.7919 -2.4643 0.195
H 1.2412 1.6693 -2.6262 0.194
H -0.6764 3.0618 -1.8770 0.191
H -2.7163 1.9634 -1.0057 0.202
H -2.8537 -0.4883 -0.8880 0.242
H -3.1088 -4.3895 -2.4958 0.197
H -5.1416 -5.1290 -1.2738 0.179
H -5.5289 -4.3301 1.0398 0.177
H -3.9218 -2.8374 2.1390 0.187
Br 6.0355 4.3649 -0.7743 -0.019
C 5.0224 4.1984 0.8356 -0.137
C 3.6403 4.2608 0.7955 -0.216
C 2.9059 4.1330 1.9696 -0.286
C 3.5345 3.9614 3.2197 0.210
C 4.9371 3.9098 3.2139 -0.271
C 5.6761 4.0166 2.0413 -0.241
N 2.9043 3.9808 4.4663 -0.410
N 1.6456 3.7102 4.6495 -0.158
C 0.8770 2.8063 4.0172 -0.043
C -0.5221 3.0299 4.2612 -0.115
C -1.5101 2.3933 3.6091 -0.373
C -1.2239 1.3887 2.5905 0.485
O -2.0909 0.8857 1.9226 -0.564
C 0.2238 0.9767 2.4580 0.068
N 0.4820 -0.0898 1.6723 -0.405
C 1.7331 -0.5369 1.5930 0.037
C 2.7574 -0.0230 2.3722 -0.246
C 2.5037 1.0568 3.1856 -0.201
C 1.2306 1.6361 3.1972 -0.014
H 3.1314 4.3845 -0.1518 0.218
H 1.8269 4.1698 1.9238 0.225
H 5.4381 3.7864 4.1687 0.209
H 6.7554 3.9674 2.0668 0.208
H -0.7493 3.8226 4.9680 0.207
H -2.5499 2.6339 3.7840 0.205
H 1.8942 -1.3452 0.9014 0.210
H 3.7430 -0.4730 2.3392 0.205
H 3.2868 1.4577 3.8109 0.219
```

No. 3
ORCA calculation (ωB97M-V/def2-TZVPD) on a molecular structure, C33H23Co2N2O5P.

Gap between HOMO and LUMO ... 4.68 eV
Total energy ... -132350.3631 eV
Highest occupied orbital energy ... -0.0248 hartree
Net charge ... -2

```
66
Properties=species:S:1:pos:R:3:nbo_charge:R:1
O 3.8252 3.0619 -1.3259 -0.552
C 3.0279 2.3912 -0.8640 0.472
Co 1.8046 1.2583 -0.1828 -0.011
C 2.4755 0.3058 1.2551 0.553
O 2.8844 -0.2813 2.1424 -0.510
C 0.4568 2.1015 0.6383 0.566
O -0.4177 2.6045 1.1655 -0.577
C 0.6565 0.7254 -1.7946 -0.580
C 1.6279 -0.3181 -1.4701 -0.300
C 2.9757 -0.2187 -2.0637 -0.166
C 4.0784 -0.7751 -1.4405 -0.119
C 5.3851 -0.3003 -1.7249 -0.197
C 6.4460 -0.6934 -0.9646 -0.221
C 6.2693 -1.6091 0.0633 -0.213
C 5.0119 -2.1412 0.3334 -0.224
C 3.9265 -1.7431 -0.4024 -0.131
Co -0.3030 -0.9318 -1.1436 -0.070
C 0.4290 -2.2380 -0.1397 0.476
O 0.9268 -3.0411 0.4942 -0.589
C -0.7542 -1.7145 -2.6883 0.466
O -1.0494 -2.2070 -3.6731 -0.589
P -2.1702 -0.0482 -0.1951 0.974
C -2.0534 0.0401 1.5984 -0.360
C -3.1417 0.4570 2.3279 -0.196
C -3.0495 0.5706 3.7026 -0.229
C -1.8692 0.2628 4.3417 -0.217
C -0.7830 -0.1683 3.6109 -0.148
C -0.8814 -0.2874 2.2379 -0.196
C -2.4939 1.5380 -0.9936 -0.362
C -2.7510 2.6718 -0.2583 -0.128
C -2.9576 3.8799 -0.8948 -0.240
C -2.9174 3.9496 -2.2684 -0.221
C -2.6644 2.8133 -3.0070 -0.212
C -2.4529 1.6069 -2.3657 -0.175
C -3.3964 -1.2698 -0.6889 -0.338
C -4.4647 -0.9064 -1.4741 -0.215
C -5.3966 -1.8522 -1.8571 -0.213
C -5.2568 -3.1587 -1.4426 -0.232
C -4.1884 -3.5198 -0.6522 -0.227
C -3.2559 -2.5718 -0.2719 -0.126
H 0.5695 0.8873 -2.8675 0.171
H 3.1158 0.4446 -2.8999 0.194
H 5.5049 0.4360 -2.4975 0.198
H 7.4092 -0.2427 -1.1342 0.201
H 7.1031 -1.8684 0.6920 0.207
H 4.8668 -2.8330 1.1534 0.213
H 2.9421 -2.1392 -0.1809 0.215
H -4.0582 0.6960 1.8175 0.205
H -3.8990 0.9063 4.2712 0.198
H -1.7934 0.3596 5.4118 0.205
H 0.1444 -0.4013 4.1041 0.220
H -0.0336 -0.6274 1.6680 0.251
H -2.7331 2.6182 0.8169 0.218
H -3.1223 4.7720 -0.3145 0.202
H -3.0864 4.8895 -2.7663 0.197
H -2.6165 2.8695 -4.0783 0.202
H -2.2428 0.7161 -2.9340 0.236
H -4.5605 0.1155 -1.7974 0.217
H -6.2213 -1.5703 -2.4869 0.198
H -5.9823 -3.8975 -1.7407 0.196
H -4.0713 -4.5422 -0.3400 0.203
H -2.4098 -2.8467 0.3346 0.223
N 4.7504 0.3392 4.7453 -1.018
C 5.8536 0.9180 4.7231 0.441
N 6.8898 1.5001 4.6606 -0.776
H 4.1418 0.2573 3.9756 0.360
```

No. 4
ORCA calculation (ωB97M-V/def2-TZVPD) on a molecular structure, C33H23N6O4SZn.

Gap between HOMO and LUMO ... 6.76 eV
Energy above the lowest of the compared OMol25 structures with the same formula, charge and spin ... 0.2327 eV
Total energy ... -110982.2083 eV
Highest occupied orbital energy ... -0.1653 hartree
Net charge ... -1

```
68
Properties=species:S:1:pos:R:3:nbo_charge:R:1
Zn 0.9167 0.0583 -0.6507 1.692
O 4.9419 0.4227 -1.7716 -0.677
C 3.8451 0.4644 -1.2035 0.609
N 2.8374 -0.3936 -1.1118 -0.834
C 2.9390 -1.7178 -1.6324 0.206
C 4.1231 -2.3178 -2.0732 -0.264
C 4.1340 -3.5417 -2.6533 -0.242
C 3.0241 -4.2934 -2.7569 -0.237
C 1.7953 -3.7595 -2.2320 -0.222
C 1.7969 -2.5086 -1.6991 0.076
N 0.5173 -1.9815 -1.2524 -0.789
C -0.4635 -2.7687 -0.8322 0.600
O -0.4474 -4.0201 -0.6317 -0.721
C -1.7681 -2.0825 -0.4857 0.122
C -2.7250 -2.7780 0.2149 -0.219
C -3.9285 -2.1441 0.5760 -0.181
C -4.1751 -0.8382 0.0868 -0.279
C -3.1244 -0.2697 -0.6861 0.043
N -1.9783 -0.8340 -0.9255 -0.436
C 3.5714 1.7947 -0.5354 0.147
C 4.5767 2.7792 -0.4849 -0.213
C 4.2581 4.0452 0.0155 -0.189
C 3.0305 4.2913 0.5569 -0.267
C 2.1256 3.2526 0.5540 0.043
N 2.3572 2.0764 -0.0504 -0.468
H 5.0517 -1.7892 -2.1095 0.239
H 5.0507 -3.9989 -3.0587 0.190
H 3.1021 -5.1949 -3.3929 0.193
H 0.8415 -4.3059 -2.2050 0.251
H -2.5614 -3.8410 0.6474 0.249
H -4.6208 -2.6248 1.2854 0.208
H -4.9907 -0.2060 0.4504 0.214
H -3.2837 0.7097 -1.1605 0.181
H 5.6307 2.6671 -0.7465 0.235
H 5.1485 4.7450 0.1257 0.206
H 2.6410 5.2345 0.9330 0.213
H 1.1682 3.4094 1.0521 0.200
O 1.7094 -0.1865 2.1436 -0.941
S 0.3882 0.3461 2.3676 2.358
O 0.1947 1.4444 3.2600 -0.987
N -0.2409 0.6436 0.9321 -1.114
C -1.1420 1.6242 0.6903 0.312
C -1.9682 2.2607 1.5972 -0.324
C -2.9028 3.1857 1.0724 -0.157
C -3.0054 3.6119 -0.2067 -0.283
C -2.0954 3.0485 -1.1475 -0.091
C -2.1525 3.2868 -2.5230 -0.140
C -1.3265 2.6423 -3.3918 -0.254
C -0.3482 1.7661 -2.8422 0.070
N -0.2837 1.5382 -1.5531 -0.527
C -1.2068 2.0678 -0.7085 0.122
C -0.6750 -0.9222 2.9692 -0.351
C -0.2996 -2.2041 2.5923 -0.133
C -1.1222 -3.2413 3.0360 -0.214
C -2.3622 -2.9855 3.5979 -0.216
C -2.6882 -1.6599 3.9368 -0.210
C -1.8248 -0.6006 3.6584 -0.203
H -1.8859 2.0448 2.6486 0.237
H -3.5324 3.7282 1.8204 0.200
H -3.7975 4.3214 -0.4996 0.210
H -2.8648 4.0447 -2.8175 0.208
H -1.3558 2.8503 -4.5089 0.222
H 0.3534 1.2311 -3.4774 0.211
H 0.6210 -2.4881 2.0810 0.256
H -0.9293 -4.2653 2.7942 0.217
H -3.0464 -3.7755 3.8846 0.207
H -3.5780 -1.5323 4.4978 0.201
H -1.9900 0.4344 3.9399 0.234
```